{
  "formula": "C31H71N3O6",
  "method": "the ωB97M-V functional and the def2-TZVPD basis",
  "species": ["C", "C", "O", "H", "H", "H", "H", "H", "H", "C", "C", "O", "H", "H", "H", "H", "H", "H", "O", "H", "H", "C", "C", "C", "C", "C", "C", "N", "O", "C", "C", "C", "H", "H", "H", "H", "H", "H", "H", "H", "H", "H", "H", "H", "H", "H", "H", "H", "H", "H", "H", "C", "C", "C", "C", "C", "C", "N", "O", "C", "C", "C", "H", "H", "H", "H", "H", "H", "H", "H", "H", "H", "H", "H", "H", "H", "H", "H", "H", "H", "H", "C", "C", "C", "C", "C", "C", "N", "O", "C", "C", "C", "H", "H", "H", "H", "H", "H", "H", "H", "H", "H", "H", "H", "H", "H", "H", "H", "H", "H", "H"],
  "xyz": [[3.56469, -0.01362, 3.73736], [3.99772, 0.65772, 2.42440], [2.87171, 1.31895, 1.85613], [4.34576, -0.39617, 4.39062], [2.84544, -0.80998, 3.51758], [2.91650, 0.72999, 4.20812], [4.37208, -0.13419, 1.76618], [4.72060, 1.45057, 2.60981], [2.35767, 0.65291, 1.36837], [-2.32673, -4.30094, -0.99678], [-1.82580, -3.51479, 0.22436], [-0.84074, -2.54372, -0.22301], [-1.65431, -5.13822, -1.18616], [-2.41288, -3.65399, -1.86940], [-3.32368, -4.72675, -0.86262], [-1.31395, -4.08493, 0.99485], [-2.66205, -2.94715, 0.64431], [-1.23865, -2.15671, -1.01272], [1.35531, -0.78188, 0.72142], [1.75449, -1.48369, 0.17679], [0.48892, -1.13338, 0.97746], [-4.25426, 3.23337, 2.03602], [-3.91547, 2.67037, 3.42005], [-4.21012, 1.18082, 3.50953], [-3.20935, 0.27202, 2.80442], [-1.80852, 0.57750, 3.40980], [-1.43939, 2.06419, 3.39691], [-2.52940, 2.92725, 3.79050], [-2.22145, 4.24506, 4.11958], [-0.28246, 2.17433, 4.40525], [-0.91714, 2.38607, 1.97544], [-4.85753, 3.37103, 4.41276], [-3.53505, 4.02346, 1.78799], [-5.27509, 3.59711, 1.93837], [-4.08882, 2.57640, 1.17174], [-4.34798, 0.86966, 4.54904], [-5.21908, 1.08313, 3.09035], [-3.19401, 0.55703, 1.75079], [-3.42824, -0.77619, 2.99159], [-1.06822, 0.00851, 2.83394], [-1.71713, 0.00306, 4.33775], [-0.54779, 1.82365, 5.40545], [0.62451, 1.75270, 3.97813], [-0.07032, 3.21598, 4.67847], [-1.72965, 2.34606, 1.24471], [-0.57721, 3.42127, 2.01114], [-0.27775, 1.57234, 1.64178], [-5.93731, 3.40783, 4.24943], [-4.61950, 4.42504, 4.59190], [-4.75904, 2.96067, 5.42484], [-2.23227, 4.72834, 3.27573], [0.90426, 2.57934, -1.29543], [-0.38131, 2.56272, -2.13728], [-0.04088, 2.99688, -3.56288], [-1.16509, 2.81537, -4.53866], [-1.56756, 1.33123, -4.59059], [-1.91480, 0.74152, -3.18961], [-0.92763, 1.19861, -2.19430], [-1.10469, 0.65514, -0.91563], [-3.30561, 1.30211, -2.74911], [-1.91584, -0.77467, -3.15982], [-1.37235, 3.62333, -1.54589], [1.71949, 1.98996, -1.70927], [0.55921, 2.26866, -0.31267], [1.22574, 3.62207, -1.30094], [0.16001, 4.06394, -3.42638], [0.85763, 2.46272, -3.87855], [-0.77087, 3.15624, -5.50163], [-2.03839, 3.44630, -4.36362], [-0.75999, 0.80369, -5.09747], [-2.50878, 1.30844, -5.14259], [-3.36441, 1.42382, -1.67068], [-3.66119, 2.22015, -3.22118], [-4.05421, 0.58647, -3.11576], [-2.55489, -1.21957, -3.92865], [-0.94133, -1.13870, -3.49861], [-2.21628, -1.10279, -2.17032], [-2.36166, 3.48571, -1.99151], [-1.13997, 4.65773, -1.79678], [-1.62663, 3.47212, -0.49715], [-0.25225, 0.37221, -0.55497], [3.73285, -5.17986, -1.15666], [3.10202, -3.96408, -0.48438], [4.22689, -3.22154, 0.31105], [5.13148, -2.34271, -0.55229], [4.30816, -1.33005, -1.36458], [3.19643, -1.97411, -2.18582], [2.48427, -3.04409, -1.44665], [1.46714, -3.62946, -2.21830], [2.22126, -0.85352, -2.55212], [3.80436, -2.57428, -3.50074], [2.08406, -4.33014, 0.61842], [4.49492, -4.88949, -1.87176], [2.91326, -5.66277, -1.69870], [4.10369, -5.89639, -0.42476], [3.87756, -2.64168, 1.17347], [4.82447, -3.97256, 0.83789], [5.78460, -2.94438, -1.18391], [5.74024, -1.75483, 0.13919], [5.03249, -0.87880, -2.04267], [3.89615, -0.57140, -0.69681], [2.60544, -0.14664, -3.28324], [1.33818, -1.29052, -3.04098], [1.70175, -0.44693, -1.68447], [4.40340, -3.45543, -3.27689], [2.96219, -2.90639, -4.10344], [4.47771, -1.83825, -3.93583], [1.47916, -5.16955, 0.25519], [1.47214, -3.48134, 0.90455], [2.61059, -4.74613, 1.47854], [0.69633, -3.46147, -1.65587]],
  "forces_ev_per_angstrom": [[-1.01, 0.44, -0.45], [-0.65, -0.39, 0.61], [0.16, -0.27, -0.38], [0.10, 0.18, -0.04], [0.32, -0.24, -0.14], [0.44, 0.04, 0.57], [0.34, 0.38, -0.26], [0.31, -0.27, -0.10], [-0.03, 0.16, 0.22], [0.10, -0.58, 0.73], [-0.18, 0.97, -0.91], [-0.12, -0.52, 0.02], [0.05, 0.13, -0.37], [0.22, 0.05, -0.04], [0.06, 0.04, 0.29], [-0.25, -0.28, -0.06], [0.08, -0.17, 0.30], [0.28, 0.41, 0.09], [-0.21, -0.05, -0.01], [-0.13, -0.02, -0.11], [0.16, -0.11, -0.12], [0.68, 0.12, -1.27], [-0.58, 0.58, 0.13], [-0.80, -0.56, -0.10], [0.82, 1.30, 0.71], [-1.03, -1.42, -0.76], [1.16, -0.53, 0.13], [-0.96, -1.36, 1.49], [0.11, 0.00, -0.82], [-0.09, 1.49, 0.41], [-1.31, -0.03, 0.40], [0.13, 0.86, 1.69], [-0.42, 0.42, 0.21], [0.03, 0.15, 0.15], [-0.09, -0.47, 0.40], [0.39, 0.16, 0.11], [0.08, -0.20, -0.18], [-0.07, -0.54, -0.19], [-0.22, -0.08, -0.44], [0.12, 0.44, -0.35], [-0.30, 0.94, 0.62], [-0.04, -0.83, -0.32], [0.03, -0.29, 0.25], [0.12, 0.09, -0.72], [-0.20, 0.05, 0.21], [0.81, -0.25, -0.46], [0.89, 0.66, 0.09], [0.14, -0.61, -0.80], [0.33, -0.06, -0.48], [0.21, -0.30, -0.17], [0.13, 0.19, 0.15], [-1.06, 0.43, -0.39], [-0.57, 0.24, -0.18], [-0.18, 0.60, 1.09], [0.15, -0.41, -0.50], [-0.34, 0.63, 0.56], [-0.35, 1.85, 0.97], [2.50, -0.03, -0.95], [-1.33, -0.10, 0.61], [-0.76, -0.99, -0.93], [0.23, -0.10, -1.17], [-1.14, -0.83, -0.43], [-0.16, -0.33, 0.10], [0.83, 0.14, 0.31], [0.12, -0.02, 0.43], [0.48, -0.07, -0.48], [-0.01, 0.07, -0.18], [-0.28, -0.30, -0.20], [0.11, 0.04, 0.41], [-0.17, -0.41, 0.05], [0.19, -0.55, -0.39], [-0.08, -0.23, 0.04], [0.65, 0.24, 0.01], [-0.11, -0.08, 0.50], [-0.53, 0.32, 0.26], [0.25, 0.01, 0.72], [0.03, -0.22, -0.03], [0.14, -0.05, -0.32], [0.51, -0.02, 0.40], [0.68, 0.22, 0.18], [0.22, -0.05, -0.59], [-1.23, -0.27, -0.06], [1.11, 0.96, 1.08], [0.35, 0.11, -0.29], [-0.59, 0.31, 0.65], [0.61, -1.12, 0.49], [0.49, -0.53, -1.15], [0.16, 1.82, 1.48], [-0.04, -0.28, 0.25], [-1.68, -1.30, -0.43], [-0.30, 0.10, 1.14], [0.17, -1.33, -0.96], [0.20, -0.10, 0.12], [0.27, -0.17, -0.18], [0.19, 0.07, 0.00], [-0.63, 0.29, -0.41], [0.01, -0.26, -0.36], [0.01, 0.03, -0.09], [0.37, -0.16, -0.17], [-0.37, 0.48, -0.12], [0.03, 0.06, 0.03], [0.30, 0.31, 0.44], [0.34, -0.20, -0.37], [0.77, 0.66, 0.14], [0.05, 0.02, 0.05], [0.24, 0.23, -0.49], [-0.34, 0.02, -0.54], [-0.42, 0.28, 0.07], [-0.04, -0.01, 0.04], [0.06, 0.23, 0.10], [-0.23, -0.04, -0.22]],
  "lowdin_charge": [-0.083, -0.306, -0.109, 0.068, 0.063, 0.061, 0.087, 0.109, 0.022, -0.064, -0.247, -0.125, 0.076, 0.067, 0.076, 0.111, 0.107, 0.033, -0.055, 0.023, 0.041, -0.026, -0.509, -0.148, -0.153, -0.134, -0.495, -0.126, 0.003, -0.025, -0.022, -0.048, 0.076, 0.081, 0.071, 0.120, 0.124, 0.097, 0.106, 0.104, 0.118, 0.088, 0.072, 0.079, 0.049, 0.099, 0.065, 0.084, 0.079, 0.085, 0.097, -0.008, -0.492, -0.155, -0.186, -0.109, -0.476, -0.105, -0.034, -0.030, -0.031, -0.011, 0.078, 0.055, 0.096, 0.119, 0.124, 0.113, 0.107, 0.119, 0.117, 0.075, 0.072, 0.081, 0.094, 0.082, 0.061, 0.056, 0.086, 0.055, 0.060, -0.023, -0.500, -0.141, -0.167, -0.130, -0.490, -0.113, -0.007, -0.033, -0.010, -0.025, 0.066, 0.084, 0.088, 0.107, 0.118, 0.109, 0.106, 0.120, 0.108, 0.096, 0.068, 0.056, 0.061, 0.081, 0.082, 0.084, 0.062, 0.088, 0.075],
  "largest_force_ha_per_bohr": 0.052,
  "e_above_lowest_kcal_mol": 34.2,
  "e_tot_ev": -50049.0340,
  "lumo_energy_ev": 0.55,
  "smiles": "CC1(C)CCCC(C)(C)N1O.CC1(C)CCCC(C)(C)N1O.CC1(C)CCCC(C)(C)N1O.CCO.CCO.O",
  "homo_lumo_gap_ev": 8.41
}